Below is a 4-piece molecular cluster, C5H21N2O3 overall in a non-equilibrium geometry, with properties calculated with ωB97M-V/def2-TZVPD.

Geometry as XYZ:
```
31
Properties=species:S:1:pos:R:3
H 1.8255 -1.6321 1.1509
O 0.4446 0.4752 -3.2875
H -0.4035 0.7310 -3.6774
H 0.6099 -0.3308 -3.8030
N -1.1349 -1.0315 -0.2952
H -1.4323 3.1511 0.9524
H -1.4511 -0.9045 -1.2430
H 3.2243 -0.6028 -1.7130
C -2.3152 -1.2214 0.6064
H 1.3349 0.4607 -0.4174
H -2.2586 -2.0924 1.2632
H -3.2206 -1.2053 -0.0366
C 2.2879 0.8965 1.3878
H 2.4871 1.8363 0.9162
H 0.6991 -1.6389 -0.9614
C 0.0703 -1.8891 -0.0267
H 2.0076 1.3457 2.3400
H 0.3429 -1.1510 1.9963
H -1.6556 3.0379 -0.6375
N 1.1643 0.2365 0.6155
C -2.4728 0.1189 1.3159
H 0.2752 0.7810 0.5191
O -1.0681 2.8874 0.1037
H -3.4849 0.3441 1.6822
H 0.1008 -2.9433 -0.1392
H -2.4751 1.0045 0.6805
H 2.1810 0.2533 -2.4947
H -1.9840 0.2614 2.2795
C 0.8501 -1.1602 0.9929
O 2.3405 -0.2217 -1.6645
H 3.1110 0.2038 1.5945
```

Values from the calculation:
Charge = +1
Energy above the lowest of the compared OMol25 structures with the same formula, charge and spin = 304.9 kJ/mol